No. 1
Formula: C35H72Cl30FN2O4S2
Source: OMol25
Level of theory: ωB97M-V/def2-TZVPD

The calculation puts the HOMO energy at -5.71 eV. The LUMO energy comes out at 1.46 eV. Its total charge is -1. For the frontier orbital gap, the calculation gives 7.171 eV.

Each line ends with the Mulliken charge.
Geometry (Å):
N (0.108, 0.041, 0.988)  -0.30
C (-1.237, -0.185, 0.441)  -0.06
C (-2.409, 0.110, 1.421)  -0.72
C (-3.189, -1.157, 1.828)  -0.79
S (-4.511, -1.581, 0.700)  1.01
O (-4.897, -2.946, 1.055)  -0.69
O (-3.941, -1.397, -0.641)  -0.70
N (-5.642, -0.459, 0.967)  -0.34
S (-7.109, -0.935, 1.437)  1.11
O (-7.165, -1.324, 2.850)  -0.76
O (-7.799, -1.840, 0.518)  -0.68
C (-7.977, 0.645, 1.263)  -0.24
C (-9.110, 0.808, 2.273)  -0.22
F (-10.348, 0.727, 1.626)  -0.32
H (0.402, -0.729, 1.571)  0.23
H (0.157, 0.898, 1.520)  0.18
H (-1.289, -1.221, 0.090)  0.47
H (-1.353, 0.472, -0.432)  -0.52
H (-3.096, 0.842, 0.978)  0.28
H (-1.974, 0.534, 2.337)  0.39
H (-2.524, -2.028, 1.735)  0.30
H (-3.559, -1.141, 2.856)  0.57
H (-8.415, 0.572, 0.262)  -0.21
H (-7.271, 1.476, 1.253)  0.47
H (-9.088, 0.034, 3.042)  0.23
H (-9.082, 1.794, 2.749)  0.24
Cl (-0.305, 4.027, 0.779)  -0.19
C (0.042, 4.519, -0.897)  0.17
C (-0.897, 3.887, -1.889)  -0.38
Cl (-0.599, 2.140, -2.045)  -0.16
H (1.074, 4.265, -1.109)  0.19
H (-0.071, 5.602, -0.933)  -0.14
H (-0.733, 4.327, -2.871)  0.08
H (-1.938, 4.033, -1.608)  0.41
Cl (-2.415, -3.585, 4.009)  -0.21
C (-3.146, -5.107, 3.433)  -0.14
C (-4.652, -5.040, 3.480)  0.24
Cl (-5.258, -5.032, 5.166)  -0.26
H (-2.754, -5.926, 4.033)  0.37
H (-2.818, -5.235, 2.405)  -0.02
H (-5.074, -5.920, 3.000)  0.17
H (-5.026, -4.150, 2.976)  -0.08
Cl (2.773, 6.181, -0.260)  -0.09
C (4.198, 5.556, 0.614)  -0.67
C (4.401, 4.078, 0.390)  0.05
Cl (3.111, 3.082, 1.123)  -0.14
H (4.054, 5.779, 1.669)  0.35
H (5.066, 6.107, 0.255)  0.35
H (5.333, 3.778, 0.852)  -0.21
H (4.436, 3.840, -0.672)  0.34
Cl (6.628, 5.324, 2.857)  -0.07
C (8.051, 4.712, 3.734)  -0.23
C (8.293, 3.248, 3.469)  -0.21
Cl (7.015, 2.211, 4.152)  -0.18
H (7.884, 4.923, 4.788)  -0.08
H (8.911, 5.286, 3.390)  0.36
H (9.233, 2.948, 3.930)  0.40
H (8.344, 3.050, 2.401)  -0.01
Cl (7.666, 3.819, -0.347)  -0.19
C (7.318, 2.063, -0.425)  -0.18
C (8.138, 1.368, -1.479)  -0.56
Cl (7.654, 1.848, -3.124)  -0.20
H (6.253, 1.936, -0.607)  0.28
H (7.546, 1.651, 0.556)  0.17
H (7.978, 0.294, -1.405)  0.28
H (9.198, 1.582, -1.364)  0.40
Cl (0.057, 11.576, -2.578)  -0.20
C (1.456, 10.976, -1.647)  -0.55
C (1.652, 9.490, -1.798)  -0.01
Cl (0.350, 8.556, -1.024)  -0.18
H (1.303, 11.253, -0.607)  0.35
H (2.335, 11.497, -2.025)  0.33
H (2.582, 9.193, -1.314)  0.27
H (1.691, 9.197, -2.845)  -0.03
Cl (-9.777, 1.015, -1.993)  -0.23
C (-10.299, -0.677, -1.793)  -0.28
C (-9.609, -1.603, -2.759)  -0.37
Cl (-10.131, -1.333, -4.451)  -0.23
H (-11.380, -0.709, -1.902)  0.37
H (-10.034, -0.966, -0.776)  0.15
H (-9.856, -2.633, -2.512)  0.33
H (-8.530, -1.481, -2.718)  0.26
Cl (6.094, -0.854, 1.080)  -0.19
C (4.623, -1.463, 0.263)  -0.35
C (4.929, -2.059, -1.086)  -0.46
Cl (5.420, -0.826, -2.281)  -0.18
H (3.914, -0.642, 0.187)  0.19
H (4.203, -2.230, 0.910)  0.38
H (4.029, -2.527, -1.479)  0.23
H (5.721, -2.802, -1.029)  0.39
Cl (-0.734, -6.093, 0.288)  -0.16
C (-1.414, -7.608, -0.367)  0.20
C (-2.920, -7.604, -0.377)  -0.62
Cl (-3.574, -7.665, 1.278)  -0.12
H (-1.049, -8.431, 0.241)  -0.38
H (-1.038, -7.716, -1.384)  0.34
H (-3.283, -8.492, -0.893)  0.38
H (-3.320, -6.720, -0.868)  0.36
Cl (8.008, 6.377, 6.818)  -0.20
C (6.422, 6.866, 7.477)  -0.40
C (5.447, 5.718, 7.539)  -0.55
Cl (4.942, 5.162, 5.925)  -0.11
H (6.045, 7.675, 6.856)  0.31
H (6.603, 7.247, 8.481)  0.32
H (4.549, 6.042, 8.061)  0.34
H (5.871, 4.867, 8.066)  0.32
Cl (1.809, -1.407, -2.332)  -0.16
C (2.056, -0.815, -3.993)  -0.54
C (1.014, -1.339, -4.944)  0.00
Cl (1.182, -3.095, -5.238)  -0.23
H (3.062, -1.088, -4.304)  0.36
H (1.985, 0.271, -3.948)  0.28
H (1.125, -0.840, -5.905)  -0.07
H (0.011, -1.160, -4.566)  0.33
Cl (1.353, 9.450, -5.855)  -0.18
C (1.108, 7.776, -6.422)  -0.47
C (0.113, 7.030, -5.571)  -0.58
Cl (0.734, 6.728, -3.928)  -0.07
H (2.076, 7.280, -6.422)  0.31
H (0.741, 7.835, -7.445)  0.34
H (-0.095, 6.060, -6.020)  0.33
H (-0.820, 7.581, -5.474)  0.33
Cl (-0.596, -10.927, 0.112)  -0.21
C (0.335, -10.595, 1.600)  -0.31
C (0.980, -11.842, 2.146)  -0.56
Cl (-0.229, -12.989, 2.782)  -0.19
H (-0.342, -10.150, 2.325)  0.16
H (1.100, -9.865, 1.339)  0.40
H (1.639, -11.586, 2.974)  0.33
H (1.556, -12.355, 1.380)  0.38
Cl (-0.756, -10.057, 5.102)  -0.18
C (-2.130, -11.033, 5.686)  -0.46
C (-3.285, -11.018, 4.717)  -0.44
Cl (-4.056, -9.416, 4.630)  -0.13
H (-2.424, -10.641, 6.657)  0.38
H (-1.763, -12.051, 5.810)  0.27
H (-4.046, -11.721, 5.052)  0.36
H (-2.963, -11.296, 3.716)  0.22
Cl (0.747, 1.310, -7.334)  -0.20
C (-0.410, 0.505, -8.427)  -0.44
C (-0.706, 1.337, -9.648)  -0.51
Cl (-1.618, 2.817, -9.254)  -0.18
H (-1.312, 0.297, -7.857)  0.35
H (0.040, -0.439, -8.729)  0.33
H (-1.318, 0.759, -10.339)  0.33
H (0.209, 1.637, -10.153)  0.32

***

No. 2
Formula: C7H11ClN2
Source: OMol25
Level of theory: ωB97M-V/def2-TZVPD

The calculation puts the HOMO energy at -8.97 eV. Its energy above the lowest of the compared OMol25 structures with the same formula, charge and spin is 390.92 kJ/mol. The LUMO energy comes out at 0.85 eV. Its total charge is 0. For the frontier orbital gap, the calculation gives 9.813 eV.

Each line ends with the Mulliken charge.
Geometry (Å):
C (0.448, -1.922, 1.275)  -1.29
C (1.142, -0.851, 0.295)  -0.75
C (0.034, -0.219, -0.622)  1.00
C (0.572, 1.029, -1.219)  -1.30
C (-1.249, 0.136, -0.046)  -0.82
C (-2.542, -0.124, -0.067)  0.50
Cl (-3.597, -1.261, -0.664)  -0.21
N (-2.910, 0.874, 0.922)  -0.45
N (-1.457, 1.182, 1.037)  -0.20
C (-2.397, 2.164, 0.515)  -0.04
H (-0.135, -2.621, 0.556)  0.25
H (1.052, -2.506, 1.829)  0.46
H (-0.343, -1.506, 1.842)  0.36
H (1.680, -0.211, 1.026)  0.39
H (1.862, -1.449, -0.387)  0.31
H (-0.196, -0.913, -1.482)  0.34
H (-0.194, 1.816, -1.083)  0.31
H (1.549, 1.284, -0.682)  0.30
H (0.779, 0.790, -2.270)  0.29
H (-2.744, 2.818, 1.343)  0.27
H (-2.475, 2.249, -0.608)  0.30

***

No. 3
Formula: C3H7NO
Source: OMol25
Level of theory: ωB97M-V/def2-TZVPD

The calculation puts the HOMO energy at -9.54 eV. Its energy above the lowest of the compared OMol25 structures with the same formula, charge and spin is 378.90 kJ/mol. The LUMO energy comes out at 0.87 eV. Its total charge is 0. For the frontier orbital gap, the calculation gives 10.409 eV.

Each line ends with the Mulliken charge.
Geometry (Å):
C (-0.048, -0.053, -1.652)  -0.62
C (-0.283, 1.227, -1.236)  -0.13
O (-1.545, 1.639, -1.045)  -0.46
H (0.961, -0.336, -1.492)  0.30
H (-0.824, -0.772, -2.090)  0.20
H (0.439, 1.781, -0.719)  0.38
H (-1.847, 1.736, -1.943)  0.32
C (1.042, -0.807, 2.195)  -0.18
N (0.930, -2.127, 1.821)  -0.52
H (1.463, -0.707, 3.270)  0.20
H (0.821, 0.132, 1.853)  0.25
H (0.579, -2.260, 0.893)  0.25

***

No. 4
Formula: C32H71ClF4NO14PSi2
Source: OMol25
Level of theory: ωB97M-V/def2-TZVPD

The calculation puts the HOMO energy at -8.08 eV. The LUMO energy comes out at 0.33 eV. Its total charge is 0. For the frontier orbital gap, the calculation gives 8.411 eV.

Each line ends with the Mulliken charge.
Geometry (Å):
C (0.744, 2.573, 6.825)  -1.10
C (-0.160, 3.072, 5.599)  0.10
N (0.347, 2.625, 4.257)  -0.38
Si (-0.655, 3.412, 3.011)  0.02
C (-2.161, 4.394, 3.665)  -0.27
C (-3.505, 3.560, 3.848)  -0.52
F (-4.019, 3.019, 2.614)  -0.29
O (-1.150, 2.402, 1.713)  -0.20
Si (-1.385, 0.754, 2.139)  0.47
Cl (-2.053, 0.396, 4.116)  -0.43
C (0.172, -0.211, 1.624)  -0.89
C (-0.062, -1.779, 1.359)  0.07
C (0.569, -2.695, 2.506)  -0.75
C (1.270, -3.996, 1.899)  -0.44
O (2.218, -4.445, 2.923)  -0.29
C (2.692, -5.739, 2.625)  0.55
C (1.949, -6.962, 3.370)  -0.80
O (3.661, -5.946, 1.842)  -0.50
C (-2.815, 0.128, 0.978)  -0.03
C (-4.042, -0.500, 1.798)  -0.51
O (-3.706, -1.782, 2.389)  -0.54
C (-5.325, -0.785, 0.859)  0.85
F (-5.481, -2.129, 0.524)  -0.28
F (-6.481, -0.418, 1.598)  -0.31
F (-5.357, 0.012, -0.291)  -0.23
P (0.703, 4.937, 2.076)  0.01
C (-0.309, 6.279, 1.220)  -0.94
O (1.626, 5.726, 3.319)  -0.50
H (0.315, 1.657, 7.350)  0.24
H (0.694, 3.414, 7.605)  0.32
H (1.841, 2.459, 6.555)  0.30
H (-0.122, 4.221, 5.639)  0.14
H (-1.216, 2.696, 5.771)  0.09
H (1.316, 2.993, 4.229)  0.35
H (-1.990, 4.962, 4.630)  0.38
H (-2.388, 5.195, 2.873)  0.25
H (-3.463, 2.782, 4.680)  0.20
H (-4.305, 4.307, 4.191)  0.34
H (1.060, -0.108, 2.319)  0.39
H (0.507, 0.231, 0.619)  0.37
H (0.489, -2.033, 0.394)  0.42
H (-1.145, -2.072, 1.209)  -0.12
H (1.410, -2.106, 3.016)  0.29
H (-0.225, -2.920, 3.280)  0.28
H (0.474, -4.785, 1.725)  0.27
H (1.785, -3.765, 0.911)  0.30
H (1.259, -6.507, 4.161)  0.36
H (1.345, -7.619, 2.677)  0.26
H (2.760, -7.530, 3.936)  0.24
H (-3.248, 1.050, 0.454)  0.49
H (-2.427, -0.560, 0.161)  0.13
H (-4.428, 0.199, 2.612)  0.28
H (-3.288, -2.349, 1.715)  0.37
H (-0.881, 5.839, 0.337)  0.26
H (0.418, 7.035, 0.790)  0.33
H (-0.983, 6.797, 1.974)  0.32
H (1.037, 6.379, 3.760)  0.30
C (-1.509, 7.395, -5.223)  -0.79
O (-1.803, 8.540, -4.445)  -0.28
C (-2.299, 8.211, -3.153)  -0.53
C (-1.901, 9.273, -2.136)  -0.35
O (-0.532, 9.201, -1.735)  -0.41
C (0.435, 9.608, -2.704)  -0.33
C (0.448, 11.107, -2.963)  -0.60
O (-0.647, 11.489, -3.787)  -0.27
C (-1.099, 12.802, -3.520)  -0.79
H (-2.427, 6.853, -5.468)  0.33
H (-1.032, 7.727, -6.146)  0.25
H (-0.811, 6.738, -4.694)  0.34
H (-1.922, 7.236, -2.824)  0.33
H (-3.393, 8.165, -3.222)  0.40
H (-2.478, 9.094, -1.224)  0.43
H (-2.159, 10.277, -2.474)  0.09
H (0.330, 9.038, -3.628)  0.14
H (1.404, 9.333, -2.277)  0.40
H (1.370, 11.380, -3.494)  0.40
H (0.422, 11.641, -2.006)  0.36
H (-1.355, 12.917, -2.461)  0.35
H (-2.000, 12.976, -4.109)  0.23
H (-0.338, 13.534, -3.806)  0.33
C (-4.706, -1.651, -3.610)  -0.71
O (-3.937, -0.533, -4.013)  -0.34
C (-3.221, 0.054, -2.933)  -0.35
C (-1.917, 0.672, -3.424)  -0.42
O (-0.897, -0.288, -3.704)  -0.48
C (-1.081, -1.091, -4.871)  -0.34
C (-0.906, -0.325, -6.174)  -0.57
O (-2.051, 0.472, -6.451)  -0.27
C (-1.737, 1.648, -7.171)  -0.80
H (-5.518, -1.338, -2.948)  0.27
H (-5.129, -2.111, -4.504)  0.26
H (-4.075, -2.394, -3.110)  0.32
H (-3.001, -0.688, -2.158)  0.16
H (-3.857, 0.838, -2.506)  0.42
H (-1.517, 1.290, -2.614)  0.49
H (-2.077, 1.336, -4.272)  0.10
H (-2.033, -1.621, -4.838)  0.11
H (-0.297, -1.852, -4.823)  0.41
H (-0.789, -1.034, -7.005)  0.41
H (-0.004, 0.295, -6.112)  0.35
H (-0.977, 2.235, -6.644)  0.35
H (-2.642, 2.250, -7.247)  0.23
H (-1.388, 1.398, -8.178)  0.33
C (6.401, -7.938, 1.526)  -0.70
O (5.986, -9.243, 1.889)  -0.33
C (4.635, -9.277, 2.329)  -0.35
C (3.997, -10.618, 1.990)  -0.46
O (3.652, -10.758, 0.611)  -0.49
C (4.737, -10.921, -0.303)  -0.31
C (5.426, -12.274, -0.199)  -0.57
O (6.280, -12.323, 0.937)  -0.26
C (6.393, -13.624, 1.480)  -0.79
H (6.434, -7.290, 2.406)  0.29
H (7.399, -8.009, 1.093)  0.27
H (5.730, -7.517, 0.771)  0.29
H (4.052, -8.468, 1.877)  0.17
H (4.644, -9.135, 3.417)  0.48
H (3.048, -10.682, 2.532)  0.44
H (4.606, -11.455, 2.331)  0.12
H (5.447, -10.098, -0.222)  0.11
H (4.288, -10.850, -1.298)  0.41
H (6.051, -12.437, -1.088)  0.41
H (4.668, -13.065, -0.153)  0.35
H (5.405, -14.031, 1.722)  0.35
H (6.969, -13.557, 2.403)  0.23
H (6.912, -14.286, 0.780)  0.33

***

No. 5
Formula: C35H55MnN2O2P2
Source: OMol25
Level of theory: ωB97M-V/def2-TZVPD

As for the spin multiplicity: 6. The expectation value of S² is 8.882. The calculation puts the HOMO energy (spin up / spin down) at -6.56 / -10.34 eV. The LUMO energy (spin up / spin down) comes out at -2.87 / -4.95 eV. Its total charge is +1. For the frontier orbital gap (spin up / spin down), the calculation gives 3.682 / 5.391 eV.

Each line ends with the Mulliken charge.
Geometry (Å):
C (-1.768, 2.076, -1.458)  -0.11
C (-2.248, 2.152, 0.881)  0.34
C (-2.883, 2.852, -1.741)  -0.67
C (-3.280, 3.084, 0.623)  -1.00
C (-3.607, 3.408, -0.679)  -0.87
H (-3.146, 3.027, -2.784)  0.56
H (-3.838, 3.454, 1.485)  0.54
H (-4.434, 4.086, -0.886)  0.46
N (-1.457, 1.736, -0.183)  1.66
P (0.906, 1.481, -1.927)  -0.07
P (-1.085, 0.072, 2.334)  1.13
C (-0.834, 1.550, -2.551)  -1.84
H (-1.138, 0.533, -2.846)  0.72
H (-0.894, 2.174, -3.451)  0.87
C (-2.033, 1.562, 2.151)  -1.94
H (-2.592, 1.972, 2.993)  0.36
C (-2.372, -1.369, 2.375)  2.12
C (-0.336, 0.224, 4.080)  2.43
C (1.936, 0.403, -3.101)  2.39
C (1.406, 3.307, -2.069)  2.21
C (-1.615, -2.681, 2.108)  -1.50
H (-0.868, -2.895, 2.884)  0.30
H (-2.341, -3.508, 2.109)  0.54
H (-1.113, -2.666, 1.134)  0.08
C (-3.156, -1.485, 3.689)  -2.06
H (-2.540, -1.779, 4.547)  0.37
H (-3.708, -0.565, 3.921)  0.37
H (-3.905, -2.283, 3.557)  0.53
C (-3.402, -1.130, 1.264)  -1.27
H (-4.119, -1.967, 1.260)  0.67
H (-3.963, -0.200, 1.427)  0.29
H (-2.934, -1.094, 0.276)  -0.36
C (0.244, -1.138, 4.498)  -1.93
H (0.892, -1.557, 3.714)  0.23
H (0.863, -0.994, 5.397)  0.51
H (-0.525, -1.877, 4.752)  0.30
C (0.803, 1.247, 4.008)  -1.64
H (1.580, 0.958, 3.294)  0.19
H (0.436, 2.241, 3.723)  0.30
H (1.268, 1.323, 5.003)  0.61
C (-1.335, 0.736, 5.126)  -1.79
H (-2.186, 0.072, 5.292)  0.25
H (-0.799, 0.822, 6.083)  0.55
H (-1.714, 1.730, 4.866)  0.37
C (2.917, 3.429, -1.825)  -1.81
H (3.167, 4.498, -1.742)  0.56
H (3.215, 2.948, -0.884)  0.23
H (3.513, 3.023, -2.652)  0.30
C (0.665, 4.088, -0.968)  -1.64
H (-0.422, 4.069, -1.118)  0.37
H (0.899, 3.696, 0.029)  0.17
H (0.992, 5.138, -1.012)  0.59
C (1.047, 3.948, -3.418)  -1.66
H (1.416, 4.986, -3.398)  0.50
H (1.520, 3.452, -4.272)  0.28
H (-0.035, 3.988, -3.590)  0.35
C (1.303, -0.992, -3.196)  -1.74
H (0.271, -0.969, -3.566)  0.37
H (1.893, -1.602, -3.899)  0.68
H (1.314, -1.503, -2.227)  0.03
C (3.336, 0.238, -2.483)  -1.87
H (3.277, -0.039, -1.419)  0.30
H (3.863, -0.572, -3.011)  0.47
H (3.951, 1.141, -2.575)  0.29
C (2.021, 1.011, -4.508)  -1.84
H (1.035, 1.298, -4.901)  0.30
H (2.702, 1.871, -4.557)  0.33
H (2.430, 0.250, -5.191)  0.52
Mn (0.058, 0.603, 0.244)  0.04
C (1.548, 1.346, 0.829)  0.64
O (2.492, 1.956, 1.213)  -0.52
N (-0.514, -1.023, -0.604)  -0.29
C (-1.237, -1.701, -1.255)  0.40
C (-2.042, -2.595, -1.967)  0.29
C (-1.472, -3.761, -2.536)  -0.59
C (-3.433, -2.349, -2.117)  -0.24
C (-2.287, -4.672, -3.205)  -0.64
H (-0.396, -3.930, -2.441)  0.39
C (-4.233, -3.289, -2.762)  -0.77
H (-3.865, -1.421, -1.731)  0.36
C (-3.663, -4.445, -3.307)  -0.54
H (-1.845, -5.566, -3.653)  0.38
H (-5.308, -3.112, -2.846)  0.38
H (-4.294, -5.169, -3.825)  0.38
C (4.359, -3.120, 1.274)  -0.62
C (4.860, -1.957, 2.152)  -0.66
C (3.774, -0.883, 2.020)  -0.14
O (2.927, -1.184, 0.897)  -0.05
C (3.171, -2.544, 0.486)  -0.36
H (5.149, -3.464, 0.600)  0.28
H (4.034, -3.958, 1.897)  0.30
H (5.811, -1.563, 1.776)  0.25
H (4.985, -2.256, 3.199)  0.34
H (3.141, -0.880, 2.926)  -0.02
H (4.184, 0.128, 1.892)  0.27
H (3.393, -2.543, -0.595)  0.23
H (2.254, -3.137, 0.639)  0.19